1.
# C48H33ClGeI2N4O2W

A structure of composition C48H33ClGeI2N4O2W at a distorted geometry (ωB97M-V with the def2-TZVPD basis set, the Open Molecules 2025 dataset).

```
92
Properties=species:S:1:pos:R:3:forces:R:3
W 0.03430 0.03670 0.30330 -0.4169 0.7501 0.5118
Cl -1.57180 -6.50910 -2.41510 -0.0399 -0.1042 -0.0334
C -1.47520 -5.01260 -1.57870 0.1639 0.3203 -0.3203
C -1.75400 -4.95990 -0.20990 0.0109 0.4282 -0.0979
C -1.66190 -3.76120 0.46980 -0.1396 0.3145 0.1111
C -1.26010 -2.59900 -0.18570 0.6178 -0.1728 -0.2792
O -1.13550 -1.43160 0.44970 -1.7007 -2.1648 -1.0857
C -0.95610 -2.64700 -1.57800 -0.3613 0.0547 0.6162
C -0.50650 -1.51700 -2.29980 0.6855 0.8800 1.1874
N -0.01350 -0.37360 -1.77990 -0.7962 -2.2316 -0.7145
C 0.44250 0.58220 -2.70260 0.4037 1.2829 -1.1674
C 0.69980 0.36390 -4.05600 -0.1674 -0.1800 1.0837
C 1.12340 1.39940 -4.88710 0.1211 0.5891 -0.1057
C 1.32140 2.66700 -4.39930 -0.0567 -0.4228 -0.0383
C 1.09250 2.93670 -3.03860 -0.1964 -0.4093 0.3885
C 1.30360 4.20490 -2.46550 -0.1030 -0.1235 0.5095
C 1.07660 4.37740 -1.12050 0.0854 0.1041 -0.6532
C 0.63990 3.29820 -0.35730 -0.2814 -0.9444 0.2929
N 0.40540 2.07750 -0.85640 0.4329 0.0035 -0.1456
C 0.64140 1.89090 -2.18570 -0.0163 -0.1739 -0.4106
C -1.10950 -3.87020 -2.25890 -0.1841 -0.2815 0.0933
H -2.05230 -5.85590 0.30970 -0.0039 -0.1268 0.0597
H -1.88780 -3.70470 1.52450 -0.0025 -0.0251 0.0791
H -0.52180 -1.62790 -3.37600 0.0236 0.1494 -0.0393
H 0.61150 -0.61610 -4.49470 -0.0057 -0.1087 -0.0448
H 1.29500 1.18920 -5.93140 0.0686 -0.0233 -0.0620
H 1.67320 3.46130 -5.03490 0.0179 0.1277 -0.1652
H 1.65140 5.01460 -3.08760 0.0544 0.1300 -0.0401
H 1.24880 5.33250 -0.64880 -0.0424 -0.0003 0.1029
H 0.50030 3.42810 0.70880 0.0671 -0.0873 -0.0196
H -0.90170 -3.92060 -3.31680 0.0338 -0.0446 -0.1282
I -0.35200 3.68480 3.86060 -0.4383 0.0173 -0.3530
C -1.78630 3.15620 2.41720 1.2751 -0.7971 -0.0052
C -3.01900 3.80760 2.34540 -0.7344 0.0792 -0.2981
C -3.97100 3.43990 1.41900 -0.2504 0.5138 0.2972
I -5.82150 4.45980 1.39050 0.5190 -0.2608 0.0505
C -3.70590 2.39970 0.49430 0.3640 -0.2491 -0.0451
C -4.60130 1.91030 -0.47500 0.3427 -0.3258 -0.1412
C -4.21130 0.87330 -1.29590 -0.2436 0.2891 0.2306
C -2.93710 0.33400 -1.17490 0.9461 0.0217 0.4192
N -2.04050 0.77290 -0.28510 -0.9121 0.5843 -0.1380
C -2.43150 1.77550 0.55670 -0.0032 0.1541 -0.0100
C -1.47180 2.13290 1.53260 -1.2566 1.2163 -0.0424
O -0.32810 1.44100 1.53590 -0.0969 -0.2801 0.9024
H -3.22150 4.60670 3.04170 -0.0496 0.0469 0.0441
H -5.58720 2.33530 -0.56460 -0.1351 0.0884 0.0075
H -4.88540 0.46690 -2.03170 -0.0566 -0.0263 -0.0825
H -2.62330 -0.48320 -1.81600 -0.0841 0.1426 0.0644
C -0.61740 -0.90900 4.82210 0.1002 -0.1763 -0.1635
C 0.24030 -1.97590 5.06680 -0.0611 0.1279 -0.2599
C 0.94600 -2.50920 4.00590 -0.1098 0.2425 -0.0541
C 0.81490 -1.95270 2.72920 -0.1088 -0.0025 0.0767
N 0.06810 -0.84400 2.52300 0.9927 -0.2950 0.0346
C -0.65990 -0.37850 3.54920 -0.2197 0.4316 -0.1044
C 1.39410 -2.55700 1.52810 0.0798 0.0486 -0.4924
C 1.86740 -3.87610 1.54050 0.0121 0.4035 -0.0063
C 2.30620 -4.47110 0.37790 0.0867 -0.0860 -0.0380
C 2.32120 -3.75090 -0.80470 -0.0534 0.3683 0.1280
C 1.89440 -2.42980 -0.81310 0.1156 0.1283 -0.0640
C 1.37120 -1.81880 0.32740 -0.3601 0.3414 0.6337
H -1.23250 -0.49830 5.60650 -0.0552 0.1199 -0.0100
H 0.33400 -2.39060 6.06010 0.0309 -0.0296 0.0255
H 1.60440 -3.34590 4.17030 0.0451 -0.0666 -0.0794
H -1.31070 0.46250 3.33890 0.1560 -0.0517 0.0817
H 1.88400 -4.44880 2.45400 -0.0416 -0.0348 0.1056
H 2.66360 -5.48730 0.39340 0.0075 -0.1690 0.0177
H 2.66840 -4.20780 -1.71870 0.1243 -0.0114 -0.0773
H 2.00420 -1.86790 -1.73710 -0.0717 -0.1031 0.1126
Ge 2.50620 0.64080 0.49290 3.7784 0.5742 0.0328
C 4.02780 -0.58350 0.08860 -0.4441 -0.1290 -0.0317
C 4.52780 -0.64080 -1.21350 -0.2858 0.3878 0.2940
C 5.51430 -1.54520 -1.55650 0.0961 -0.1488 -0.0675
C 6.03190 -2.40180 -0.59640 -0.0366 0.0309 -0.0367
C 5.56930 -2.33420 0.70930 0.0610 -0.1170 -0.0542
C 4.56720 -1.44290 1.04260 -0.2060 0.3190 0.0223
C 3.15050 1.50300 2.20520 -0.9127 -0.5468 -0.3686
C 4.39590 2.11760 2.13860 -0.1272 -0.1239 -0.1904
C 4.93560 2.70370 3.27010 0.0570 -0.0211 -0.1241
C 4.24070 2.67770 4.46910 -0.0110 0.0252 0.1090
C 3.00510 2.05970 4.53730 -0.0198 -0.0161 0.0413
C 2.46100 1.47010 3.40520 -0.0744 -0.0609 -0.0304
H 3.03050 1.74150 -0.49740 -0.6360 -0.0683 -0.1150
H 4.14270 0.05390 -1.95300 0.0106 -0.0360 -0.1243
H 5.87550 -1.58560 -2.57290 0.1020 0.0065 -0.0929
H 6.79940 -3.11130 -0.86210 0.1081 -0.0674 -0.0269
H 5.98590 -2.98560 1.46190 0.0587 -0.0703 0.0959
H 4.20380 -1.39340 2.06050 0.0030 -0.0694 0.1541
H 4.93630 2.11940 1.20180 0.1389 0.0773 -0.0337
H 5.90340 3.17400 3.21000 0.1365 0.0895 0.0256
H 4.66510 3.13750 5.34950 0.0368 0.0251 0.0517
H 2.45880 2.03710 5.46860 -0.0350 -0.0157 0.1341
H 1.48650 1.00240 3.45690 0.0737 0.0453 0.0837
```
Forces are in eV/Å.

Output
Total charge: +2
HOMO level (spin up / spin down), eV: -12.9 / -12.9
E, eV: -147420.00172
Energy relative to the best compared isomer or geometry (same formula, charge and spin), kcal per mole: 31.93

=====

2.
# C9H11OP

The molecule C9H11OP at a distorted geometry (ωB97M-V with the def2-TZVPD basis set, the Open Molecules 2025 dataset).

```
22
Properties=species:S:1:pos:R:3:forces:R:3
C 3.33990 -0.55618 -0.02928 0.0785 -0.0777 -0.0170
C 3.35336 0.74989 0.43410 0.1558 -0.0242 0.0196
C 2.18348 -1.06567 -0.59764 0.0606 -0.0888 0.0813
C 2.21515 1.53112 0.37701 -0.1310 -0.0312 -0.0264
C 1.04940 -0.28418 -0.66320 0.0442 0.0258 -0.0970
C 1.02563 1.01115 -0.14061 0.7103 -0.1741 -0.0035
C -3.57269 -1.16239 -0.06653 -0.2720 0.0789 -0.0622
C -2.15879 -0.94613 0.42027 0.9573 1.4875 -0.1871
C -0.20948 1.74345 -0.09763 -2.2233 -2.1611 0.1687
O -2.92819 1.70144 0.01440 -0.9748 0.3226 -0.0460
P -1.69858 0.90528 0.01561 1.2258 0.5398 0.2828
H 4.22662 -1.16849 0.03772 0.0888 -0.0177 -0.0241
H 4.26336 1.15416 0.85506 0.0335 0.0608 0.0227
H 2.16816 -2.06968 -0.99714 0.0182 -0.0649 -0.0372
H 2.23188 2.54178 0.75683 -0.0122 0.0982 0.0710
H 0.16004 -0.65514 -1.15442 0.0531 -0.0773 -0.1076
H -4.01901 -2.02169 0.43355 0.0780 -0.0590 -0.0150
H -4.17577 -0.28367 0.15538 -0.0717 -0.0829 -0.0273
H -3.60057 -1.33055 -1.14102 -0.0269 -0.0092 -0.0476
H -1.43291 -1.63229 -0.00312 0.0642 0.0080 0.0800
H -2.09864 -0.97234 1.51001 0.0882 -0.0437 -0.0311
H -0.32236 2.81014 -0.11935 0.0553 0.2901 0.0031
```
Forces are in eV/Å.

Output
HOMO level, eV: -7.9
E, eV: -20846.80643
Energy relative to the best compared isomer or geometry (same formula, charge and spin), kcal per mole: 0.00

=====

3.
# C3H10N2P

A structure of composition C3H10N2P at a distorted geometry (ωB97M-V with the def2-TZVPD basis set, the Open Molecules 2025 dataset).

```
16
Properties=species:S:1:pos:R:3:forces:R:3
C 0.28205 1.95846 0.15198 0.4894 2.3776 2.4114
C -1.92725 -1.47379 -0.36627 -1.6033 -1.3949 -0.3154
C 1.00439 0.94099 0.95622 -0.8310 1.1681 3.0989
N -0.08974 1.44054 -0.90071 -0.6799 -0.9768 -2.8374
N -1.06707 -1.17974 0.47035 2.7366 2.0049 2.0038
P 0.86626 -0.36384 -0.29455 2.4858 -1.8183 -1.7795
H -0.00021 2.98085 0.53227 0.6777 -0.8773 -0.6069
H 0.38511 -1.04241 -1.41898 -0.6056 0.1233 0.1536
H -2.88078 -1.69967 0.02640 -1.4520 -0.1850 0.0252
H -1.81634 -1.70288 -1.43850 0.7602 0.6333 0.4044
H 2.08067 1.08304 1.21139 -0.6666 0.1880 -0.5619
H -0.47821 1.95425 -1.68633 -0.4558 0.1431 0.3270
H -1.29174 -1.02457 1.49754 -0.2598 -0.5901 -1.8253
H 0.49079 1.02720 1.99715 0.6623 -1.1682 -1.5246
H 2.03378 0.00982 -1.03108 -0.4216 0.8049 0.1055
H 1.74419 -1.37370 0.14236 -0.8364 -0.4324 0.9213
```
Forces are in eV/Å.

Output
Total charge: +1
HOMO level, eV: -14.4
E, eV: -15532.20008
Energy relative to the best compared isomer or geometry (same formula, charge and spin), kcal per mole: 78.15

=====

4.
# C5H10O2

The molecule C5H10O2 (ωB97M-V with the def2-TZVPD basis set, the Open Molecules 2025 dataset).

```
17
Properties=species:S:1:pos:R:3:forces:R:3
C -2.42317 -0.44849 -0.11449 -0.0051 -0.0145 0.0103
C -1.14488 0.25139 -0.57368 0.0595 0.1015 -0.0311
C 0.09356 -0.19803 0.20541 -0.0984 0.2586 0.0768
O 0.45740 -1.46565 -0.29505 0.1502 -0.1165 -0.0373
C 1.23235 0.83985 0.07073 -0.0099 0.0038 -0.0761
C 2.54355 0.32700 0.61385 0.1010 -0.3195 -0.1672
O 3.08984 -0.66647 0.17631 -0.2434 0.4832 0.2589
H -3.23193 -0.31872 -0.84262 0.1438 -0.0140 0.1433
H -2.24955 -1.52173 0.01582 -0.0376 0.1485 -0.0628
H -2.76587 -0.03779 0.84267 0.0538 -0.1089 -0.1231
H -0.92930 0.01310 -1.62201 -0.0773 0.0737 0.1070
H -1.26362 1.34103 -0.50591 0.0143 -0.1526 0.0514
H -0.16170 -0.28311 1.27716 0.0514 -0.0131 -0.1472
H 1.42425 -1.54628 -0.29223 -0.1221 -0.0335 0.0575
H 0.94616 1.76556 0.58350 0.0408 -0.1753 -0.0953
H 1.37779 1.06721 -0.99421 -0.0036 -0.0746 0.1170
H 3.00513 0.88111 1.45476 -0.0174 -0.0468 -0.0822
```
Forces are in eV/Å.

Output
HOMO level, eV: -10.2
E, eV: -9441.71184
SMILES string: CC[C@@H](O)CC=O
Energy relative to the best compared isomer or geometry (same formula, charge and spin), kcal per mole: 30.70

=====

5.
# C58H42BCl2F2N6O3STa

A structure of composition C58H42BCl2F2N6O3STa at a distorted geometry (ωB97M-V with the def2-TZVPD basis set, the Open Molecules 2025 dataset).

```
116
Properties=species:S:1:pos:R:3:forces:R:3
Ta -0.14948 0.04312 -0.25032 2.6890 -1.1824 1.7957
C 0.24313 -7.17285 -1.61046 -0.0458 0.0271 -0.0100
C 1.43282 -6.83400 -0.98146 0.0080 -0.0099 0.0131
C 1.58947 -5.58091 -0.40929 -0.0054 0.0155 0.1403
C 0.56491 -4.63337 -0.46418 0.1177 -0.0120 0.0066
C -0.63561 -4.99744 -1.08324 0.1215 0.0806 -0.0771
C -0.79424 -6.25177 -1.65120 0.0212 -0.0047 0.0588
C 0.67193 -3.24931 0.07750 -0.2524 -0.1257 -0.0764
C 1.78257 -2.43028 -0.10571 0.0721 0.2223 0.1307
C 3.10041 -2.86774 -0.46428 0.0718 -0.0608 -0.1424
C 3.91754 -1.79639 -0.36278 0.0735 -0.0278 0.0665
C 3.09539 -0.66188 -0.04064 -0.1339 -0.3865 0.0099
C 3.54089 0.64189 -0.08365 0.2395 0.2651 -0.1203
C 4.99638 0.89709 -0.32292 0.0095 0.1342 0.0251
C 5.75840 1.51828 0.66588 -0.0273 -0.0385 0.0321
C 7.10444 1.78633 0.45917 0.0265 -0.0043 -0.0155
C 7.70641 1.45352 -0.74803 -0.0514 -0.0660 0.0273
C 6.95350 0.84755 -1.74573 0.0150 -0.0091 0.0574
C 5.61005 0.56864 -1.53025 -0.0315 0.0413 -0.0594
C 2.69936 1.74874 0.00156 -0.1758 0.1017 0.0832
N 1.36457 1.73088 0.31426 -0.2181 -0.4533 -0.5473
C 0.95712 3.04445 0.28715 0.3754 -0.0509 -0.1254
C -0.24342 3.47450 0.82037 -0.1090 0.2656 0.0688
C -0.64543 4.90694 0.75484 0.0207 0.0538 0.0164
C -1.87614 5.24180 0.19001 -0.0401 -0.0533 -0.0963
C -2.26826 6.56889 0.09065 0.0300 0.0651 0.0532
C -1.44867 7.57974 0.57765 0.0105 -0.0856 0.0042
C -0.23826 7.25239 1.17586 -0.0161 0.0217 -0.0164
C 0.16125 5.92617 1.26187 0.0098 -0.0330 0.0827
C -1.03632 2.60405 1.55789 -0.1910 -0.0962 0.2426
C -1.98566 3.05492 2.52914 0.0114 0.1972 -0.1323
C -2.41965 1.96391 3.19441 -0.0490 -0.2006 0.0709
C -1.77034 0.82546 2.61141 0.0419 0.1975 -0.0512
N -0.92086 1.23105 1.60186 -0.1367 -0.3175 -0.9492
C -2.07790 -0.48816 2.94789 -0.2249 0.0324 0.2448
C -1.56722 -1.57521 2.26924 0.1548 -0.1882 -0.0823
C -1.82329 -2.94586 2.58799 -0.0871 0.0166 0.1154
C -1.14136 -3.70222 1.69796 -0.0483 -0.0383 -0.0630
C -0.39431 -2.80545 0.86806 -0.1070 -0.0856 0.0710
N -0.69926 -1.50296 1.19549 -0.0847 0.1598 -0.2410
C -3.06533 -0.73139 4.04519 0.0536 -0.0374 -0.0068
C -4.25374 -1.41600 3.78490 0.0126 0.0869 -0.0102
C -5.16368 -1.66325 4.80526 0.0652 0.0200 -0.0421
C -4.90029 -1.22361 6.09597 -0.0107 -0.0238 -0.0270
C -3.72557 -0.53254 6.36219 0.0207 0.0228 -0.0289
C -2.81410 -0.28731 5.34368 0.0539 -0.0914 -0.0168
C 2.03465 3.88892 -0.14827 -0.1479 0.0972 -0.0810
C 3.12011 3.09652 -0.27772 0.1184 -0.1137 0.0126
N 1.79666 -1.07286 0.15848 -0.4338 0.1141 -0.4677
H 0.12574 -8.14996 -2.06403 0.0001 0.0463 0.0227
H 2.24350 -7.55147 -0.92502 -0.0484 0.0340 0.0023
H 2.50678 -5.35826 0.11966 -0.0826 -0.0573 0.0188
H -1.43476 -4.27105 -1.15738 0.0261 0.0371 -0.0253
H -1.73095 -6.50150 -2.13522 0.0667 0.0139 -0.0048
H 3.37998 -3.86871 -0.75032 -0.0361 0.1823 0.0047
H 4.98770 -1.77000 -0.50904 -0.1400 -0.0004 0.0133
H 5.28481 1.78849 1.60413 0.0450 -0.0308 -0.0400
H 7.68764 2.25195 1.24507 -0.0402 -0.0046 -0.0366
H 8.75956 1.65375 -0.90460 -0.0547 0.0222 -0.0101
H 7.41053 0.58634 -2.69335 -0.0423 0.0185 0.0516
H 5.03082 0.09874 -2.31608 0.0078 -0.0458 0.0121
H -2.51966 4.45266 -0.18556 0.0954 0.0849 0.0043
H -3.21848 6.81394 -0.36840 0.0338 -0.0136 0.0175
H -1.75467 8.61577 0.50015 0.0041 -0.0330 0.0061
H 0.39592 8.03206 1.58292 -0.0369 -0.0515 -0.0294
H 1.09494 5.67572 1.75490 -0.0645 0.0089 -0.0576
H -2.25862 4.08742 2.69476 0.0695 -0.1231 -0.0078
H -3.13995 1.92324 3.99658 0.0950 0.0001 -0.0485
H -2.41619 -3.28812 3.42376 0.0689 0.0583 -0.1032
H -1.06906 -4.77739 1.66308 0.0206 0.0531 -0.0272
H -4.46473 -1.74043 2.77071 0.0134 -0.0052 0.0839
H -6.07794 -2.20313 4.58900 0.0261 0.0437 0.0091
H -5.60835 -1.42248 6.89194 0.0386 0.0233 -0.0366
H -3.51582 -0.18742 7.36777 0.0066 -0.0199 -0.0470
H -1.88689 0.23725 5.55254 -0.0775 -0.0345 0.0020
H 1.96713 4.95145 -0.32207 0.0102 -0.0868 0.0568
H 4.12296 3.39036 -0.54820 -0.0754 -0.0400 0.0071
Cl -3.39733 0.05834 0.39044 -0.5421 0.0173 0.2434
C -4.12363 0.09873 -1.16050 0.2144 -0.0539 -0.1688
C -5.41873 0.55537 -1.30599 -0.1077 0.0328 0.0877
C -5.98812 0.55059 -2.56614 -0.0967 0.0272 -0.0242
C -5.26286 0.09703 -3.65494 0.0083 -0.0305 -0.1224
C -3.95702 -0.33387 -3.48872 0.1053 -0.0357 0.1209
Cl -3.09423 -0.89454 -4.88490 -0.1292 0.0283 0.0610
C -3.34058 -0.33077 -2.22722 0.0669 0.0745 -0.1109
S -1.66197 -0.87575 -2.08343 0.4213 0.2344 0.2327
H -5.96770 0.91262 -0.44308 0.0594 -0.0656 -0.0404
H -7.00503 0.89813 -2.70182 0.0587 -0.0113 0.0004
H -5.69974 0.08038 -4.64535 0.0368 -0.0059 0.0544
F -2.25962 2.31784 -1.14439 0.2119 -0.0560 0.1317
B -1.04407 1.75632 -1.34222 -0.7892 1.2466 -1.4442
F -0.46568 2.24215 -2.45638 -0.1129 0.0984 0.4113
C 0.20429 -0.21622 -5.70584 0.1372 -0.1313 0.1178
C 0.84426 -1.56480 -6.04990 -0.0169 0.2524 0.0532
C 1.88013 -2.17012 -5.04680 -0.2265 -0.1356 -0.1485
C 2.50391 -3.39708 -5.71035 0.2289 -0.1774 0.2203
C 3.44505 -4.18476 -4.79713 0.0279 0.1142 -0.0877
C 2.93778 -1.13444 -4.74942 0.1149 -0.0052 0.0412
O 3.97820 -1.00309 -5.35760 -0.1713 0.0853 -0.0378
N 2.60074 -0.27696 -3.72584 -0.0710 -0.0984 -0.0013
C 1.58963 -0.53770 -2.81623 0.2039 -0.3312 -0.2165
O 1.32718 0.41400 -2.03020 -1.1424 -0.0675 0.9196
N 1.00621 -1.70810 -2.73402 -0.4127 0.0452 -0.1312
C 1.08762 -2.58736 -3.79189 0.0178 0.1472 0.1739
O 0.49506 -3.64920 -3.79462 0.0801 0.1530 0.0898
H -0.56657 0.01686 -6.44245 0.0436 -0.0056 0.0090
H 0.92955 0.59864 -5.71748 -0.0022 -0.0072 -0.0018
H -0.28286 -0.23233 -4.72717 0.0414 0.0227 -0.0676
H 1.34905 -1.48611 -7.01504 0.0147 -0.0410 -0.0290
H 0.05457 -2.31130 -6.14705 0.0509 -0.1032 -0.0234
H 3.05274 -3.06470 -6.59194 -0.0449 0.0333 -0.0332
H 1.69105 -4.04526 -6.03193 -0.0527 -0.0024 -0.0392
H 4.29806 -3.57143 -4.48965 -0.0713 -0.0621 -0.0193
H 3.83424 -5.05538 -5.32842 0.0240 0.0219 0.0503
H 2.92177 -4.54078 -3.90883 -0.0071 -0.0084 -0.0006
H 3.17590 0.52886 -3.56041 0.0832 0.2786 -0.0519
```
Forces are in eV/Å.

Output
HOMO level, eV: -7.3
E, eV: -119461.59927
Energy relative to the best compared isomer or geometry (same formula, charge and spin), kcal per mole: 3.76

=====

Question: Which of these has the highest E?
Answer: C5H10O2

=====

Question: Look up the energy relative to the best compared isomer or geometry (same formula, charge and spin) of the third one.
Answer: 78.15 kcal per mole